Here is an isolated molecule of C6H10N2O2S at a distorted geometry from OMol25. Energies are from ωB97M-V/def2-TZVPD.

The HOMO-LUMO gap is 0.338 hartree. As for the HOMO energy: -8.8 eV. The net charge is 0.

Last column: Löwdin charge in e.
Element x y z (Å)
1 C 1.0723 -2.7666 -0.8764  0.015
2 C 0.6002 -1.8595 -0.0159  -0.161
3 C 1.1883 -0.3998 0.0588  -0.171
4 C 0.2435 0.5131 -0.6687  -0.257
5 C -0.1563 1.9062 -0.4430  -0.307
6 C 0.4887 2.7409 0.6743  -0.060
7 N -1.0574 0.8612 -0.0149  -0.365
8 S -1.2453 0.4577 1.5301  1.004
9 O -2.5322 -0.7296 1.2613  -0.382
10 N -2.4357 -1.3293 0.0786  -0.150
11 O -3.4004 -2.0817 -0.0980  0.003
12 H 0.8031 -3.7890 -0.8584  0.039
13 H 1.8349 -2.5693 -1.6142  0.056
14 H -0.3816 -1.8612 0.4641  0.048
15 H 1.3495 -0.2719 1.1203  0.084
16 H 2.1835 -0.5510 -0.4132  0.119
17 H -0.1448 0.2333 -1.6023  0.130
18 H -0.4114 2.5098 -1.3079  0.137
19 H 1.0076 3.6152 0.2289  0.088
20 H 1.2360 2.1717 1.0762  0.031
21 H -0.2422 3.1997 1.4203  0.101